1.
ORCA calculation (ωB97M-V with the def2-TZVPD basis set) on C14H14FN3O4S in the gas phase.

```
37
Properties=species:S:1:pos:R:3:mulliken_charge:R:1
C 3.21459 -0.92667 -0.68385 -0.803
C 2.26600 -1.39811 -1.83858 -0.787
O 1.17778 -1.99825 -1.52431 -0.261
C 1.28561 -3.38606 -0.91780 0.435
O 2.34287 -4.12455 -0.93164 -0.546
C -0.23449 -3.82853 -0.42666 -0.909
C -0.95209 -2.73668 0.20529 0.789
N -2.05951 -2.24898 -0.06465 -0.433
N -2.68452 -1.41916 0.72080 -0.302
C -1.82907 -0.95638 1.44772 0.276
N -1.88404 0.32810 2.20206 -0.024
C -2.79294 1.32156 2.21534 0.180
O -3.04980 2.09755 2.92567 -0.393
C -3.03773 1.52756 0.77414 -0.818
O -2.00930 1.37756 -0.26105 -0.471
C -0.86178 1.91616 -0.16408 0.369
C -0.79061 3.01549 0.69132 -0.342
C 0.64526 3.49317 0.74198 -0.959
C 1.51283 3.06946 -0.39301 0.266
F 2.70974 3.73940 -0.32170 -0.313
C 1.27638 1.92375 -1.04203 -0.637
C -0.07183 1.43822 -1.03666 0.486
S -0.24328 -1.72800 1.46485 -0.163
H 4.12155 -0.47885 -1.24369 0.315
H 3.37648 -1.81411 0.01002 0.300
H 2.53532 -0.20793 -0.32403 0.168
H 2.70857 -2.20968 -2.37126 0.619
H 1.96338 -0.69695 -2.57720 0.497
H -0.81115 -4.21649 -1.08363 0.473
H 0.13585 -4.56199 0.32921 0.292
H -1.68361 0.13186 3.30234 0.308
H -3.87025 0.85428 0.51536 0.463
H -3.42805 2.67132 0.66800 0.374
H -1.50859 3.28843 1.44921 0.408
H 1.02183 4.43425 1.22935 0.331
H 1.72446 1.70723 -2.04593 0.319
H -0.21586 0.60203 -1.64092 0.492
```

Properties
- energy relative to the best compared isomer or geometry (same formula, charge and spin) (eV) = 9.1067
- largest force on an atom (hartree/bohr) = 0.3071
- total charge = 0
- orbital gap (eV) = 8.7

2.
ORCA calculation (ωB97M-V with the def2-TZVPD basis set) on a molecular structure, C13H28AlBrF2NO2PS.

```
50
Properties=species:S:1:pos:R:3:mulliken_charge:R:1
C -3.55963 -2.40021 5.39346 -1.211
C -3.65931 -3.40742 4.26355 0.415
F -3.38539 -4.69257 4.82850 -0.379
Al -2.40054 -3.14619 2.68181 -0.345
S -0.62966 -4.59931 2.65560 -0.423
C -3.44294 -3.55659 0.99493 -0.767
C -4.71669 -2.72273 0.98151 -0.113
F -5.81627 -3.46108 1.40015 -0.337
P -1.70024 -0.88861 2.37179 0.404
O -1.92812 -0.03919 3.78250 -0.533
Br 0.57638 -1.02930 2.15612 -0.292
H -3.68577 -2.94541 6.32234 0.386
H -2.60435 -1.90315 5.44922 0.219
H -4.37867 -1.69412 5.33761 0.282
H -4.67257 -3.47687 3.89059 0.291
H 0.07129 -4.18278 3.71805 0.043
H -2.85644 -3.28053 0.12708 0.357
H -3.66448 -4.61173 0.90969 0.418
H -4.62750 -1.88147 1.66704 0.079
H -4.91926 -2.31909 -0.00523 0.273
H -1.87601 0.90867 3.59215 0.320
C 2.86069 1.76967 -4.24055 -1.564
C 2.58544 2.76246 -3.08473 1.679
C 3.75159 2.79873 -2.08933 -1.386
C 3.80060 1.61041 -1.13190 -0.552
C 2.45449 1.44104 -0.42938 -1.040
C 1.29506 1.30140 -1.41180 1.789
N 1.30141 2.43129 -2.40095 0.468
O 0.79058 3.49189 -1.87793 -0.611
C 1.38541 -0.07206 -2.10433 -2.074
C -0.02300 1.27620 -0.65211 -1.554
C 2.50091 4.13292 -3.74771 -1.867
H 2.43988 0.78214 -4.08730 0.314
H 2.42001 2.13346 -5.16982 0.429
H 3.93226 1.64758 -4.40655 0.284
H 3.67616 3.71347 -1.49243 0.379
H 4.68936 2.87470 -2.64386 0.429
H 4.07983 0.69974 -1.66930 0.256
H 4.58155 1.77824 -0.38688 0.417
H 2.47411 0.56551 0.22000 0.229
H 2.28146 2.30359 0.22187 0.384
H 0.64953 -0.15342 -2.90598 0.416
H 1.17336 -0.85628 -1.37813 0.432
H 2.37047 -0.29723 -2.51041 0.421
H -0.15184 2.14650 -0.01125 0.369
H -0.04407 0.39196 -0.01428 0.142
H -0.87182 1.22737 -1.33695 0.459
H 1.62751 4.20314 -4.39680 0.479
H 3.39299 4.28299 -4.35779 0.403
H 2.45226 4.94228 -3.02188 0.384
```

Properties
- largest force on an atom (hartree/bohr) = 0.0333
- total charge = -1
- orbital gap (alpha / beta) (eV) = 7.0 / 6.9
- 2S+1 = 2

3.
ORCA calculation (ωB97M-V with the def2-TZVPD basis set) on C2H5NOS in the gas phase.

```
10
Properties=species:S:1:pos:R:3:mulliken_charge:R:1
C 1.55258 0.36794 -0.08437 -0.903
C 0.00247 -0.35734 0.02064 0.500
O -0.02938 -1.43472 0.48652 -0.499
S -1.31569 0.61011 -0.38138 -0.040
N -2.69986 -0.17050 0.06420 -0.451
H 1.49987 1.46545 -0.31273 0.322
H 2.01225 -0.12366 -1.00441 0.262
H 2.01543 0.17810 0.83830 0.291
H -3.26844 -0.67838 -0.73268 0.257
H -2.80949 -0.56540 1.03630 0.261
```

Properties
- energy relative to the best compared isomer or geometry (same formula, charge and spin) (eV) = 1.6090
- largest force on an atom (hartree/bohr) = 0.0889
- total charge = 0
- orbital gap (eV) = 9.7

4.
ORCA calculation (ωB97M-V with the def2-TZVPD basis set) on a molecular structure, C23H33F3N4RhSSbSe.

```
67
Properties=species:S:1:pos:R:3:mulliken_charge:R:1
Rh -0.03433 0.14260 -0.70693 -0.460
F 2.66147 -3.92830 -1.32273 -0.236
C 2.94337 -3.20790 -0.24163 0.394
F 1.73927 -2.94030 0.35047 0.044
F 3.57557 -4.00270 0.62217 -0.289
C 3.67337 -1.92380 -0.50063 -0.076
C 4.98167 -1.74440 -0.08453 -0.373
C 5.56497 -0.49320 -0.22893 -0.831
C 4.76047 0.55260 -0.65833 -0.391
N 3.50827 0.39230 -1.05823 -0.096
C 2.98527 -0.83670 -1.07273 0.502
S 1.50767 -1.08200 -1.95163 -0.407
H 5.52787 -2.57420 0.33687 0.518
H 6.60057 -0.33900 0.01947 0.452
H 5.13507 1.56610 -0.70193 0.485
C -0.58973 -4.70650 1.54397 -0.734
N -0.25033 -3.62570 2.42867 0.207
C 0.34247 -3.76540 3.64787 -0.448
C 0.60017 -2.52100 4.13007 -0.393
N 0.16327 -1.62860 3.19627 0.272
C 0.26477 -0.20000 3.27637 -0.632
C -0.35703 -2.31440 2.16067 -0.163
Se -1.15373 -1.55410 0.67267 -0.160
H -0.67663 -5.62480 2.11817 0.354
H 0.19067 -4.83370 0.79147 0.222
H -1.53133 -4.50410 1.03547 0.299
H 0.53557 -4.72340 4.08237 0.510
H 1.04667 -2.21130 5.05297 0.468
H 0.71407 0.19170 2.35247 -0.042
H 0.89127 0.06140 4.12517 0.355
H -0.72003 0.25560 3.40157 0.328
C 2.77357 2.56550 1.64877 -1.302
Sb 1.44257 2.23780 -0.01393 1.102
C -0.01143 3.73370 0.57057 -1.254
C 2.45307 3.27720 -1.59543 -1.351
H 2.85027 3.64020 1.76827 0.420
H 3.75587 2.15080 1.45967 0.400
H 2.37057 2.14360 2.56477 0.357
H 0.08917 4.58070 -0.10053 0.407
H 0.18867 4.04910 1.58947 0.475
H -1.02473 3.35020 0.50147 0.226
H 1.80987 4.06620 -1.97243 0.450
H 2.71957 2.58800 -2.38923 0.345
H 3.35457 3.70630 -1.17283 0.450
C -4.76323 -0.31990 -2.42913 -0.815
N -4.03833 -0.53850 -1.16593 -0.031
C -4.79073 -1.40990 -0.25123 -0.756
C -3.68583 0.75700 -0.51863 -1.045
C -2.80143 1.57300 -1.43213 1.468
C -3.23033 2.79680 -1.93153 -0.609
C -2.41873 3.53350 -2.78273 -0.811
C -1.19503 3.03090 -3.18843 -0.598
C -0.78093 1.78160 -2.73913 -0.527
C -1.55683 1.06170 -1.82683 0.234
H -4.96463 -1.26500 -2.92873 0.404
H -4.17523 0.31330 -3.09273 0.324
H -5.71073 0.17440 -2.22283 0.402
H -3.13373 -0.98600 -1.38693 0.257
H -5.72033 -0.92600 0.04037 0.388
H -4.19613 -1.61380 0.63807 0.223
H -5.02963 -2.35320 -0.73703 0.376
H -3.15603 0.51830 0.41097 0.237
H -4.60823 1.28820 -0.27833 0.546
H -4.20243 3.18270 -1.66063 0.478
H -2.75883 4.49100 -3.14573 0.440
H -0.57953 3.58500 -3.88063 0.560
H 0.12427 1.35860 -3.16553 0.448
```

Properties
- largest force on an atom (hartree/bohr) = 0.0356
- total charge = +2
- orbital gap (alpha / beta) (eV) = 5.9 / 5.7

5.
ORCA calculation (ωB97M-V with the def2-TZVPD basis set) on a molecular structure, C49H54ClN3O7ReS4.

```
119
Properties=species:S:1:pos:R:3:mulliken_charge:R:1
Re 0.80051 1.02934 1.43680 1.564
C 4.37338 -5.68413 -2.80211 -1.602
C 3.51812 -4.57047 -2.27840 0.905
C 2.93516 -4.63826 -1.01166 -1.085
C 2.16324 -3.59896 -0.52362 -0.643
C 1.97874 -2.47363 -1.31038 0.420
C 2.54730 -2.37296 -2.57328 -0.395
C 3.30380 -3.42803 -3.05032 -1.033
S 0.93076 -1.12065 -0.80821 0.320
O 1.04435 -1.03054 0.72984 1.061
C -0.64545 -1.96592 -1.04653 0.217
C -1.20648 -2.72581 -0.01015 -0.901
C -2.44533 -3.27392 -0.18254 -1.094
C -3.15748 -3.10004 -1.39356 0.885
C -4.43966 -3.66482 -1.58551 -1.243
C -5.11278 -3.47747 -2.75940 -0.788
C -4.54709 -2.70035 -3.79052 -0.983
C -3.31258 -2.13485 -3.63780 -0.747
C -2.57956 -2.33018 -2.44252 1.361
C -1.30122 -1.74683 -2.23789 0.149
C -0.67818 -0.79988 -3.20682 -0.661
C -0.14099 -1.23759 -4.44667 1.242
C -0.18405 -2.59407 -4.84825 -0.524
C 0.38245 -2.98024 -6.03026 -0.979
C 1.01262 -2.03511 -6.86523 -0.738
C 1.07650 -0.72100 -6.49752 -1.081
C 0.51570 -0.28649 -5.27455 0.925
C 0.62065 1.06022 -4.85088 -1.417
C 0.11596 1.46442 -3.64935 -0.919
C -0.53416 0.52486 -2.83379 0.504
S -1.21166 0.95233 -1.22127 1.175
O -0.17300 1.86300 -0.54120 -0.717
C -2.52162 2.02220 -1.80211 0.287
C -2.28610 3.33855 -2.16578 -0.321
C -3.33513 4.10241 -2.64814 -1.081
C -4.61573 3.56348 -2.77530 0.905
C -5.75451 4.40486 -3.26705 -1.614
C -4.82297 2.23267 -2.40761 -0.880
C -3.78704 1.45916 -1.91498 -0.693
H 4.22629 -6.60238 -2.23753 0.386
H 5.42829 -5.41174 -2.73431 0.326
H 4.15532 -5.87794 -3.85157 0.401
H 3.07683 -5.51986 -0.39951 0.430
H 1.70417 -3.65106 0.45722 0.452
H 2.39952 -1.48089 -3.17058 0.705
H 3.74147 -3.35949 -4.03819 0.492
H -0.65778 -2.85301 0.91268 0.388
H -2.90241 -3.84387 0.61717 0.519
H -4.87447 -4.25247 -0.78671 0.516
H -6.08447 -3.92962 -2.90462 0.441
H -5.09864 -2.55294 -4.70924 0.498
H -2.87955 -1.54416 -4.43429 0.574
H -0.66607 -3.31853 -4.20452 0.560
H 0.34171 -4.01746 -6.33493 0.505
H 1.43790 -2.35869 -7.80557 0.462
H 1.55904 0.00791 -7.13631 0.488
H 1.12276 1.76726 -5.49883 0.477
H 0.22218 2.48915 -3.32051 0.527
H -1.29088 3.75911 -2.07954 0.538
H -3.15602 5.12976 -2.93918 0.449
H -5.39914 5.25098 -3.85141 0.394
H -6.32136 4.79899 -2.42088 0.306
H -6.44354 3.81920 -3.87350 0.415
H -5.81042 1.80137 -2.51329 0.476
H -3.95390 0.42539 -1.63101 0.590
Cl 2.78652 1.48687 0.54460 -0.443
C -2.24724 1.12148 3.78536 -1.146
C -2.27339 0.61789 2.39039 0.953
C -3.59190 0.27185 1.79296 -1.001
O -1.25437 0.51750 1.69119 0.359
H -2.87496 2.01555 3.83819 0.415
H -1.23513 1.35410 4.10916 0.010
H -2.69431 0.38592 4.45651 0.468
H -4.31675 -0.03424 2.54317 0.614
H -3.48206 -0.50198 1.03243 0.012
H -3.96487 1.17867 1.30307 0.225
N 0.66512 3.10708 2.01804 -0.484
C 1.34446 3.50804 3.23259 0.000
C 2.70287 3.79043 3.19974 -0.082
C 3.35465 4.14198 4.37372 -1.040
C 2.62470 4.18405 5.54868 -0.145
C 1.27203 3.90019 5.59876 -1.267
C 0.62324 3.56885 4.41853 0.221
S 3.50425 4.59635 7.13431 1.263
O 3.54418 3.27558 7.73462 -0.655
O 4.77499 5.11982 6.70326 -0.678
O 2.60362 5.53654 7.75432 -0.658
H 1.05516 3.60409 1.21731 0.533
H -0.33880 3.34111 2.05068 0.334
H 3.25060 3.72329 2.26402 0.445
H 4.40564 4.39621 4.39207 0.591
H 0.74161 3.94992 6.53976 0.457
H -0.44490 3.36155 4.41807 0.407
C 4.40749 0.46191 3.57222 -1.177
N 3.73926 -0.80552 3.26079 0.222
C 4.55695 -1.74935 2.50270 -1.290
C 2.44750 -1.01747 3.46863 0.278
S 1.35909 0.35742 3.67131 -0.421
N 1.96390 -2.24810 3.61957 0.305
C 2.76818 -3.34976 4.14258 -1.196
C 0.53669 -2.54071 3.51257 -0.864
H 5.40979 0.23636 3.93352 0.363
H 3.87195 1.00978 4.34157 0.530
H 4.49075 1.08678 2.68773 0.374
H 5.09916 -1.18512 1.74310 0.420
H 3.92990 -2.48116 1.99876 0.415
H 5.28641 -2.25978 3.13220 0.361
H 3.72874 -2.98937 4.49683 0.408
H 2.92214 -4.12996 3.39599 0.362
H 2.24225 -3.78730 4.99162 0.425
H 0.08567 -1.91077 2.75328 -0.023
H 0.02210 -2.37423 4.46095 0.415
H 0.42095 -3.58697 3.23212 0.429
C -2.12584 4.98352 0.78567 -0.937
O -1.96119 3.59761 1.12616 -0.469
H -2.93115 5.11115 0.06304 0.255
H -1.20339 5.40811 0.38151 0.345
H -2.38271 5.51037 1.70101 0.363
H -1.62290 3.13363 0.35255 0.305
```

Properties
- largest force on an atom (hartree/bohr) = 0.0332
- total charge = +2
- orbital gap (alpha / beta) (eV) = 4.5 / 3.5
- 2S+1 = 4

6.
ORCA calculation (ωB97M-V with the def2-TZVPD basis set) on a molecular structure, C8H26N8O7V.

```
50
Properties=species:S:1:pos:R:3:mulliken_charge:R:1
O -1.35048 -0.98235 0.26611 -0.471
V -0.15889 0.00460 0.27696 0.926
C -2.86975 2.91358 -1.25977 -1.268
C -1.39361 2.65737 -0.98371 0.029
O -1.20269 1.74477 0.02359 -0.763
H -2.98359 3.74405 -1.96414 0.410
H -3.37082 3.24879 -0.34434 0.292
H -3.39757 2.02272 -1.59797 0.195
H -0.92000 3.62374 -0.71476 0.235
H -0.92948 2.33888 -1.93739 0.135
C 1.97536 -2.88247 2.43061 -1.211
C 1.98917 -2.58992 0.94064 -0.488
O 1.31764 -1.45207 0.60598 -0.160
H 2.51831 -2.12170 3.01014 0.232
H 2.59821 -3.75716 2.68974 0.393
H 0.99610 -3.05072 2.87631 0.270
H 1.57710 -3.45490 0.38674 0.384
H 3.07120 -2.56289 0.66830 0.277
C 2.71087 1.41239 0.36116 0.472
O 1.59509 1.36391 -0.15482 -0.485
N 3.26236 0.29337 0.88637 -0.269
N 3.38956 2.60344 0.48144 -0.493
H 4.18324 0.21946 1.27324 0.158
H 2.61742 -0.52235 0.86328 0.243
H 4.38740 2.68637 0.50913 0.189
H 2.86459 3.37195 0.09852 0.256
C 0.92353 -0.87079 -2.74437 0.528
O 0.25675 -0.20540 -1.97484 -0.395
N 1.18108 -0.46229 -4.03221 -0.476
N 1.48119 -2.06210 -2.35725 -0.396
H 1.73962 -1.00637 -4.66235 0.182
H 1.13742 0.53025 -4.18047 0.258
H 1.31069 -2.33922 -1.40200 0.142
H 2.31130 -2.40066 -2.80750 0.229
C 0.17937 1.47391 2.85761 0.627
O -0.16222 0.39563 2.35031 -0.513
N 0.00418 2.64109 2.19611 -0.261
N 0.75981 1.50184 4.08610 -0.452
H -0.11820 3.51177 2.68042 0.251
H -0.47354 2.55075 1.29088 0.363
H 0.95978 2.35442 4.57432 0.157
H 0.82832 0.65567 4.62074 0.251
C -4.45869 -1.69787 -0.96894 0.681
O -4.91627 -0.69528 -0.44498 -0.613
N -3.42304 -1.68916 -1.88293 -0.319
N -5.02757 -2.94864 -0.76931 -0.457
H -2.99299 -0.82373 -2.14704 0.150
H -3.40820 -2.48748 -2.48845 0.198
H -5.99168 -2.98186 -0.50136 0.208
H -4.57738 -3.81731 -0.98383 0.167
```

Properties
- energy relative to the best compared isomer or geometry (same formula, charge and spin) (eV) = 0.0000
- largest force on an atom (hartree/bohr) = 0.0349
- total charge = 0
- orbital gap (alpha / beta) (eV) = 8.4 / 8.6
- 2S+1 = 2